Entry 1:
Here is an isolated ion of composition C4H11N2O2 and charge +1 from OMol25. Energies are from ωB97M-V/def2-TZVPD.

XYZ file:
```
19
C4H11N2O2, DFT ωB97M-V/def2-TZVPD
C 1.08282 1.64007 -0.01450
C 1.09580 -0.71926 0.33209
C -0.41667 -0.35915 0.43991
C -2.34004 0.08056 -0.90974
N -0.92058 -0.30219 1.64064
N 1.73123 0.38195 -0.60791
O 1.39689 -1.97666 -0.10689
O -0.99778 -0.57476 -0.72369
H 1.22903 2.34422 -0.79322
H 1.73816 2.01020 0.92335
H 1.54448 -0.57305 1.30089
H -2.50378 -0.37985 -1.96216
H -2.18055 1.09515 -0.74021
H -3.10241 -0.40788 -0.23094
H -0.18258 -0.47450 2.34763
H -1.92488 -0.36580 1.77652
H 1.33049 0.38889 -1.53979
H 2.78781 0.50792 -0.42511
H 0.63254 -2.31588 -0.70687
```

The calculation puts the HOMO energy at -11.6241 eV. The calculation puts the frontier orbital gap at 8.1 eV. Its net charge is +1. The LUMO energy comes out at -3.5 eV.


Entry 2:
Here is C45H60BN6O5PS5Tl as an isolated structure from OMol25. Energies are from ωB97M-V/def2-TZVPD.

XYZ file:
```
124
C45H60BN6O5PS5Tl, DFT ωB97M-V/def2-TZVPD
Tl -0.21483 -0.82221 -0.36326
C -4.59609 -1.90745 -0.06897
C -3.89642 -0.64049 0.30570
C -4.13311 0.51601 -0.34635
C -3.47006 1.71735 0.03259
N -2.61529 1.72766 0.99851
N -2.31506 0.56059 1.63946
B -1.22600 0.78870 2.68537
N -0.44894 -0.34077 3.33815
N -1.41052 0.18717 4.12055
C -1.76903 -0.29549 5.26126
C -0.94544 -1.36113 5.74058
C 0.05674 -1.89381 4.99642
C 0.89238 -3.02315 5.51069
C 0.29147 -1.41692 3.62966
S 1.28016 -2.18447 2.53827
C -2.99746 0.22882 5.97526
C -3.92929 -0.96784 6.21882
C -2.57250 0.86304 7.30478
C -3.72051 1.25348 5.09936
N -0.55921 2.15590 2.62684
N -1.19307 3.07009 3.40133
C -0.73689 4.28071 3.43786
C 0.32248 4.68341 2.57669
C 0.97781 3.77792 1.81972
C 2.09921 4.15575 0.90594
C 0.58146 2.38715 1.93690
S 1.47947 1.16675 1.22723
C -1.37421 5.22577 4.46283
C -0.69652 6.59673 4.45953
C -2.86342 5.40876 4.15752
C -1.22141 4.60876 5.85994
C -2.92208 -0.64483 1.37891
S -2.57558 -2.05793 2.21925
C -3.72071 3.05779 -0.66121
C -4.46399 3.96136 0.32501
C -2.36731 3.69241 -1.02809
C -4.55593 2.88667 -1.92874
H -5.37613 -1.70535 -0.80478
H -5.02786 -2.38344 0.81245
H -3.87589 -2.61344 -0.48919
H -4.84239 0.52505 -1.16404
H -1.15254 -1.76961 6.72337
H 0.67570 -3.22436 6.55979
H 1.95210 -2.79211 5.38518
H 0.70526 -3.92062 4.91667
H -3.48535 -1.70412 6.89496
H -4.16109 -1.46947 5.27487
H -4.86322 -0.61554 6.66422
H -1.98823 0.17116 7.91792
H -3.45946 1.15488 7.87277
H -1.96594 1.75577 7.12987
H -4.09871 0.78369 4.18433
H -3.06474 2.07366 4.80653
H -4.57178 1.66199 5.64896
H 0.61606 5.72382 2.52815
H 2.27098 5.23262 0.93654
H 1.87649 3.84762 -0.12146
H 3.01314 3.63488 1.19544
H -0.82546 7.11463 3.50464
H 0.37255 6.52273 4.67750
H -1.15222 7.21592 5.23358
H -3.01064 5.80480 3.14956
H -3.30511 6.11261 4.86963
H -3.39139 4.45616 4.23788
H -0.16570 4.50779 6.13072
H -1.68434 3.62319 5.89989
H -1.70501 5.24952 6.60308
H -3.88878 4.05067 1.24458
H -5.45073 3.55163 0.57095
H -4.60306 4.95881 -0.10638
H -1.74285 3.80802 -0.14071
H -2.52967 4.67806 -1.47871
H -1.81807 3.06962 -1.74114
H -5.57529 2.55876 -1.70419
H -4.10025 2.16851 -2.61994
H -4.62134 3.84774 -2.44505
O 1.85751 -0.12486 -1.69288
C 1.52591 0.93070 -2.62593
C 0.58643 1.95328 -1.89846
O 0.75665 3.16829 -2.05270
O -0.32734 1.39295 -1.19982
C 0.72476 0.29223 -3.75637
C -0.35360 0.94906 -4.34125
C -1.05816 0.35829 -5.38313
C -0.69665 -0.89929 -5.84776
C 0.38033 -1.55922 -5.27000
C 1.08870 -0.96199 -4.23501
C 2.79088 1.60133 -3.14419
C 4.04805 1.25381 -2.66360
C 5.20047 1.86660 -3.15342
C 5.10568 2.84045 -4.12990
C 3.85034 3.19286 -4.61906
C 2.70863 2.57755 -4.13543
H 2.44582 0.25849 -1.03025
H -0.65554 1.92610 -3.97647
H -1.89841 0.88172 -5.82541
H -1.25235 -1.36244 -6.65524
H 0.66789 -2.54541 -5.61716
H 1.92368 -1.47934 -3.78170
H 4.15660 0.48104 -1.91217
H 6.17098 1.57069 -2.77197
H 5.99809 3.32254 -4.51098
H 3.76161 3.95447 -5.38561
H 1.73985 2.86296 -4.52298
C -3.96495 -4.09305 -4.18873
C -2.56505 -3.63761 -4.55414
O -1.60460 -3.95648 -3.52108
P -1.47756 -3.15407 -2.14609
S -2.30404 -1.35221 -2.28675
S 0.43604 -3.29009 -1.62886
O -2.42517 -3.94683 -1.12610
C -2.07158 -5.14371 -0.40462
C -2.68949 -6.35390 -1.07291
H -4.65641 -3.85063 -5.00088
H -4.30363 -3.59218 -3.27963
H -3.98727 -5.17272 -4.01919
H -2.53400 -2.56592 -4.74354
H -2.20128 -4.15911 -5.43514
H -2.45418 -5.00076 0.60517
H -0.99047 -5.23327 -0.35158
H -3.77762 -6.26892 -1.09974
H -2.42373 -7.25934 -0.51946
H -2.32165 -6.44993 -2.09706
```

The calculation puts the HOMO energy (alpha / beta) at -7.2243 / -7.9784 eV. Its expectation value of S² is 0.76. The calculation puts the frontier orbital gap (alpha / beta) at 6.7 / 5.9 eV. The spin multiplicity is 2. The LUMO energy (alpha / beta) comes out at -0.5 / -2.1 eV.


Entry 3:
Here is an isolated ion of composition C4H7N2S and charge +1 from OMol25. Energies are from ωB97M-V/def2-TZVPD.

XYZ file:
```
14
C4H7N2S, DFT ωB97M-V/def2-TZVPD
C 0.74783 -1.66811 -0.01030
C 1.18796 -0.41891 0.16725
N 0.51332 0.69753 -0.58334
C -0.70103 1.33448 -0.05079
S -2.36376 0.39638 0.04862
C -1.26951 -0.92362 0.52853
N -0.62529 -1.62383 -0.35171
H 1.18320 -2.63048 0.16758
H 2.19051 -0.24392 0.49433
H 0.32300 0.54869 -1.59040
H 1.18143 1.41030 -0.62250
H -0.44014 1.72480 0.91873
H -0.88531 2.27282 -0.72171
H -1.04222 -0.87613 1.60571
```

The calculation puts the HOMO energy at -14.0427 eV. The calculation puts the frontier orbital gap at 9.7 eV. Its structure (SMILES) is C1=C[NH2+]CSC=N1. Its net charge is +1. The LUMO energy comes out at -4.4 eV.


Entry 4:
Here is a 11-piece molecular cluster, C44H110O22 overall from OMol25. Energies are from ωB97M-V/def2-TZVPD.

XYZ file:
```
176
C44H110O22, DFT ωB97M-V/def2-TZVPD
C 5.27765 -5.66831 -5.01962
O 5.37209 -5.93299 -3.62360
C 6.02560 -4.97340 -2.74660
C 5.30175 -3.59190 -2.37200
O 5.15820 -2.94899 -3.64770
C 4.53696 -1.65103 -3.61984
H 4.66915 -4.78884 -5.23020
H 4.93282 -6.57004 -5.52567
H 6.27095 -5.40639 -5.38411
H 7.02921 -4.84599 -3.15236
H 6.09581 -5.44073 -1.76437
H 5.92398 -3.03066 -1.67491
H 4.33843 -3.90849 -1.97214
H 4.89036 -1.00084 -2.81956
H 3.46357 -1.83819 -3.58936
H 4.71250 -1.08310 -4.53347
C -2.49098 1.24790 -0.98735
O -1.27768 0.81860 -0.52673
C -0.86212 -0.45994 -0.98204
C 0.68465 -0.59664 -1.17499
O 1.52273 -0.18713 -0.00805
C 2.91008 -0.42528 -0.21155
H -2.53199 2.31400 -0.76406
H -3.31020 0.80725 -0.41919
H -2.66975 1.17387 -2.06005
H -1.34247 -0.71394 -1.92695
H -1.27716 -1.17309 -0.26982
H 0.87595 0.04899 -2.03213
H 0.91275 -1.63518 -1.41477
H 3.33470 -0.14215 -1.17469
H 3.13973 -1.49047 -0.18486
H 3.55997 0.13236 0.46282
C -2.53073 -5.59906 2.69088
O -1.93450 -5.23902 3.91045
C -2.58325 -4.23154 4.70223
C -2.42763 -2.80621 4.12337
O -3.36585 -2.64458 3.12262
C -3.57175 -1.34429 2.58402
H -2.75930 -4.76208 2.03109
H -3.42389 -6.22381 2.69773
H -1.77228 -6.14454 2.12935
H -2.18465 -4.31456 5.71334
H -3.64014 -4.43987 4.86860
H -1.43868 -2.66681 3.68672
H -2.57874 -2.05718 4.90069
H -4.42240 -1.33471 1.90255
H -2.69865 -1.17688 1.95332
H -3.65741 -0.62520 3.39867
C -0.66552 4.59646 -3.96147
O 0.46299 4.14215 -3.29838
C 0.13296 3.54892 -2.11324
C 1.25372 3.23271 -1.12537
O 1.76849 4.36991 -0.46844
C 2.06730 5.47165 -1.28870
H -1.37682 3.81311 -4.22323
H -0.42900 4.92994 -4.97189
H -1.12424 5.41302 -3.40387
H -0.43864 2.70396 -2.49717
H -0.50046 4.17025 -1.48012
H 2.03050 2.82846 -1.77444
H 0.80647 2.43409 -0.53353
H 2.65430 6.26649 -0.82852
H 1.11247 5.85134 -1.65234
H 2.65936 5.32193 -2.19156
C -5.92341 3.22171 -1.14914
O -5.10272 2.36968 -1.91236
C -5.16012 2.66667 -3.30758
C -4.73603 4.08139 -3.77058
O -4.74222 4.12276 -5.18449
C -5.91248 4.53660 -5.77343
H -6.11360 2.74930 -0.18541
H -6.78397 3.64601 -1.66635
H -5.35894 4.15221 -1.08890
H -6.20536 2.51672 -3.57793
H -4.68813 1.93663 -3.96514
H -3.72983 4.12826 -3.35412
H -5.41660 4.78381 -3.28943
H -6.26594 5.44737 -5.29005
H -6.80324 3.93206 -5.60255
H -5.80911 4.70798 -6.84490
C 0.04085 0.42197 -5.53124
O -1.32523 0.41786 -5.29896
C -2.09711 -0.67603 -5.76096
C -2.35354 -1.67849 -4.60673
O -1.06153 -2.29825 -4.30569
C -1.04912 -3.35175 -3.35145
H 0.51347 -0.52794 -5.28145
H 0.42581 1.16040 -4.82796
H 0.20609 0.86709 -6.51239
H -1.67219 -1.11613 -6.66310
H -3.07923 -0.27835 -6.01663
H -3.18134 -2.34118 -4.85910
H -2.62721 -1.08881 -3.73181
H -1.39211 -2.96904 -2.39022
H -0.10375 -3.81929 -3.07616
H -1.61897 -4.20863 -3.71081
C -7.83923 -0.82564 -0.19569
O -6.57881 -1.30612 -0.71381
C -6.36706 -0.89537 -2.12512
C -5.01100 -1.46994 -2.55222
O -4.89858 -2.83151 -2.69206
C -4.81002 -3.60842 -1.44987
H -8.17123 -1.24195 0.75540
H -8.71190 -1.02463 -0.81774
H -8.02658 0.24236 -0.08432
H -6.34530 0.16720 -2.36715
H -7.17542 -1.31351 -2.72496
H -4.18985 -1.11227 -1.93102
H -4.84996 -0.96469 -3.50453
H -4.77449 -4.65830 -1.74075
H -5.70819 -3.57337 -0.83330
H -3.91293 -3.49103 -0.84195
C 2.73841 1.49427 7.92019
O 2.30899 1.66073 6.64134
C 3.22054 2.00990 5.63536
C 2.54745 2.25756 4.32953
O 3.27949 2.67506 3.21913
C 2.46815 3.00589 2.06159
H 2.01189 0.77097 8.29045
H 2.64511 2.36341 8.57135
H 3.64233 0.88633 7.95818
H 4.04315 1.30926 5.49207
H 3.63703 2.91984 6.06737
H 1.70623 2.93494 4.47649
H 2.04334 1.30942 4.14242
H 3.03740 2.82354 1.15011
H 2.15077 4.04621 1.99027
H 1.59797 2.35070 2.02120
C -1.61886 2.21142 2.43207
O -1.61566 2.11405 3.79828
C -0.99883 0.85502 4.29698
C -1.18825 0.71394 5.75591
O -2.52567 0.42914 5.89386
C -2.95233 0.17589 7.22318
H -1.95823 3.24302 2.33868
H -2.26363 1.57585 1.82510
H -0.62391 2.10120 2.00076
H 0.02975 0.67631 3.98366
H -1.56221 0.04442 3.83476
H -0.75043 1.61214 6.19140
H -0.53215 -0.02484 6.21616
H -3.55060 -0.73523 7.21840
H -3.57375 0.95165 7.67054
H -2.10448 -0.07276 7.86148
C 2.12597 -2.71827 4.89379
O 1.24486 -1.75995 4.19027
C 1.67021 -1.61798 2.83964
C 1.43640 -2.80428 1.94652
O 2.34211 -3.96722 2.08316
C 1.94787 -5.02063 1.26981
H 2.11476 -3.67335 4.36864
H 1.85280 -2.79027 5.94655
H 3.12721 -2.32123 4.72655
H 2.65693 -1.16745 2.73232
H 0.98121 -0.87362 2.44055
H 1.38203 -2.48073 0.90706
H 0.41549 -3.12460 2.15449
H 1.96362 -4.62650 0.25369
H 0.98979 -5.47921 1.51451
H 2.65011 -5.84421 1.14067
C 8.17745 4.36276 0.08243
O 6.80283 3.81544 -0.01498
C 6.25506 3.22705 1.13452
C 6.30369 1.68101 1.24352
O 5.80516 0.98217 0.20762
C 6.72949 0.61547 -0.86597
H 8.31064 5.07817 0.89394
H 8.42203 4.90544 -0.83068
H 8.89671 3.54765 0.16222
H 5.23964 3.57598 1.32232
H 6.87485 3.54005 1.97476
H 5.64901 1.42882 2.07772
H 7.26262 1.22454 1.48882
H 7.10417 1.42258 -1.49547
H 6.30814 -0.13886 -1.53046
H 7.56422 0.18324 -0.31415
```

The calculation puts the HOMO energy (alpha / beta) at -10.7622 / -10.7622 eV. Its expectation value of S² is 0.75. The calculation puts the frontier orbital gap (alpha / beta) at 8.9 / 2.5 eV. The spin multiplicity is 2. Its net charge is +1. The LUMO energy (alpha / beta) comes out at -1.9 / -8.2 eV.


Entry 5:
Here is an isolated molecule of C9H8N2O4 from OMol25. Energies are from ωB97M-V/def2-TZVPD.

XYZ file:
```
23
C9H8N2O4, DFT ωB97M-V/def2-TZVPD
C -2.43422 -0.00910 -1.58378
C -1.25586 -0.23010 -0.64896
C -0.18541 -0.96625 -1.08058
C 0.96540 -1.24001 -0.19512
N 2.09297 -1.79655 -0.61504
O 2.24824 -2.14825 -1.97321
C 0.81905 -0.83820 1.19240
C 1.71154 -1.11080 2.19521
O 2.92464 -1.64687 1.94343
C 1.45281 -0.75004 3.55639
C 0.27699 -0.12653 3.87479
O -0.67680 0.17449 2.95670
C -0.43451 -0.13557 1.61648
N -1.36371 0.17756 0.71878
O -2.42254 0.76370 1.07697
H -2.26574 -0.47728 -2.54703
H -2.57721 1.07014 -1.72932
H -3.35037 -0.38142 -1.15350
H -0.11072 -1.24546 -2.10138
H 3.17209 -2.15300 -2.22109
H 2.88498 -1.91084 1.00160
H 2.21364 -0.90362 4.28844
H 0.08805 0.11714 4.90272
```

The calculation puts the HOMO energy at -7.1919 eV. The calculation puts the frontier orbital gap at 6.6 eV. Its structure (SMILES) is Cc1c/c(=N\O)c2c(O)ccoc-2[n+]1[O-]. The LUMO energy comes out at -0.5 eV.


ΔE to the lowest compared entry with this formula, charge and spin list, top to bottom, in eV: 5.3940; 1.7975; 3.9208; 2.6233; 4.8813